--- i ---
The following is a DFT calculation (the ωB97M-V functional and the def2-TZVPD basis) of a gas-phase ion, C7H14N (charge +1).

Structure (XYZ):
```
22
Properties=species:S:1:pos:R:3
N 1.133 -0.049 0.032
C -0.477 1.806 -0.497
C -2.989 -0.147 -0.214
C 1.800 0.483 1.263
C 1.352 -1.478 -0.325
C -1.629 -0.419 0.462
C 2.089 -0.463 -1.060
C -0.155 0.585 -0.174
H 1.809 -0.381 -2.149
H 1.250 0.283 2.072
H 2.647 -0.172 1.107
H -1.436 2.192 -0.581
H -1.396 0.067 1.416
H 0.463 -1.991 -0.823
H 0.284 2.540 -0.796
H -3.121 -0.514 -1.225
H 1.727 -2.139 0.504
H 1.838 1.564 1.076
H -1.327 -1.421 0.582
H -3.589 -0.918 0.276
H -3.384 0.816 -0.130
H 3.112 -0.243 -0.817
```

Properties
* E_LUMO: -0.0966 hartree
* gap between HOMO and LUMO: 0.4159 hartree
* E_HOMO: -0.513 Ha
* total charge: +1

---

--- ii ---
The following is a DFT calculation (the ωB97M-V functional and the def2-TZVPD basis) of a gas-phase ion, C7H14N (charge +1).

Structure (XYZ):
```
22
Properties=species:S:1:pos:R:3
N 1.400 0.323 -0.832
C -0.650 -1.017 2.143
C -0.064 1.133 0.920
C 1.090 0.757 -2.213
C 1.002 1.344 0.132
C -1.994 -0.418 -0.035
C 0.774 -1.023 -0.364
C -0.726 -0.221 0.859
H -2.807 0.120 0.513
H 1.373 2.353 0.072
H -0.695 -2.188 2.089
H 1.586 1.737 -2.175
H -0.513 1.763 1.692
H 0.019 0.958 -2.233
H -2.092 -1.461 -0.040
H 2.464 0.183 -0.878
H -1.558 -0.747 2.627
H 1.469 -1.578 0.351
H -1.757 -0.012 -1.040
H 0.110 -1.465 -1.148
H 0.223 -0.682 2.561
H 1.347 0.139 -3.001
```

Properties
* E_LUMO: -0.1133 hartree
* gap between HOMO and LUMO: 0.3797 hartree
* E_HOMO: -0.493 Ha
* total charge: +1

---

Q: Which of them is the most stable? A: ii.

---

--- i ---
The following is a DFT calculation (the ωB97M-V functional and the def2-TZVPD basis) of C4H7N3O2 in the gas phase.

Structure (XYZ):
```
16
Properties=species:S:1:pos:R:3
O -0.007 1.146 0.723
O -2.896 1.469 -0.063
N -2.665 -0.867 -0.298
N -1.785 -1.823 -0.003
N -0.926 0.192 0.346
C -0.686 -1.277 0.316
C 0.711 -1.924 0.657
C 0.066 2.270 -0.119
C -2.254 0.423 -0.026
H 0.746 2.951 0.245
H 1.499 -1.833 -0.181
H -0.786 2.846 0.010
H 0.080 2.018 -1.143
H -3.666 -1.143 -0.628
H 0.611 -2.973 0.495
H 1.079 -1.531 1.547
```

Properties
* E_LUMO: 0.0325 hartree
* gap between HOMO and LUMO: 0.3595 hartree
* E_HOMO: -0.327 Ha

---

--- ii ---
The following is a DFT calculation (the ωB97M-V functional and the def2-TZVPD basis) of a molecular structure, C4H7N3O2.

Structure (XYZ):
```
16
Properties=species:S:1:pos:R:3
O 0.755 0.003 1.575
O 1.859 -0.734 -0.239
N -1.474 0.432 2.457
N -0.921 -1.869 -0.322
N -1.561 0.329 -0.869
C -0.864 -0.496 -0.172
C 0.931 0.140 0.216
C 1.002 1.545 -0.312
C -0.617 0.130 1.700
H -1.765 -2.254 -0.726
H 1.920 1.999 0.083
H 0.145 2.128 0.020
H 2.317 -0.352 -1.005
H 1.034 1.556 -1.403
H -2.259 -0.160 -1.437
H -0.502 -2.397 0.435
```

Properties
* E_LUMO: -0.0264 hartree
* gap between HOMO and LUMO: 0.3097 hartree
* E_HOMO: -0.336 Ha

---

Q: Which of them is the most stable? A: i.

---

--- i ---
The following is a DFT calculation (the ωB97M-V functional and the def2-TZVPD basis) of 11 unconnected molecules or ions with the total composition C33H88O33S11.

Structure (XYZ):
```
165
Properties=species:S:1:pos:R:3
S -6.870 -9.595 8.902
S -0.545 -1.029 0.212
S -3.513 -0.114 9.824
S 4.792 -6.438 -2.401
S -2.667 9.028 -2.422
S 4.355 0.090 -12.261
S 8.350 10.408 -4.534
S 4.626 11.007 3.983
S -5.343 -9.552 -2.932
S 0.621 -8.027 11.701
S -5.861 -1.416 -8.508
O -3.714 8.721 -3.448
O 3.548 1.119 -11.197
O 5.962 -7.094 -3.015
O -3.070 8.360 -0.969
O -0.197 -8.108 10.286
O 3.837 -1.243 -12.061
O -4.171 -9.273 -2.069
O -7.817 -10.659 9.341
O -7.410 -8.953 7.495
O 4.569 -6.503 -0.970
O -0.190 0.512 0.468
O 8.148 9.350 -5.508
O -4.873 -10.419 -4.332
O 1.118 -6.647 11.943
O 5.683 11.810 3.429
O -6.929 -0.519 -8.140
O -1.867 -1.189 0.808
O -5.985 -2.891 -8.353
O -3.307 -1.021 8.717
O -6.579 -10.228 -2.453
O -0.252 -1.443 -1.154
O -2.287 0.998 9.951
O 5.065 9.376 4.042
O 4.789 -4.835 -2.816
O 8.113 11.877 -5.289
O -4.714 0.693 9.958
O 5.788 0.432 -12.331
O 9.565 10.496 -3.765
O -6.351 -8.591 9.822
O 3.241 11.146 3.526
O -4.513 -1.035 -7.614
O -1.229 8.893 -2.737
O 1.573 -9.144 11.758
C -5.287 -0.962 -10.151
C -4.911 0.812 -6.050
C -6.645 -7.931 5.458
C 4.843 -3.103 -4.340
C 3.701 0.739 -13.872
C -0.986 0.699 9.653
C -6.800 -7.760 7.001
C 7.038 10.310 -3.259
C 6.478 7.541 4.477
C 6.424 9.039 4.196
C 0.735 -1.895 1.375
C -0.849 -8.352 12.827
C -5.821 -8.010 -3.764
C -5.408 -12.050 -6.003
C 3.130 3.023 -9.895
C 0.470 -7.711 9.050
C -3.215 -1.087 11.416
C 7.186 13.674 -3.707
C -5.853 -10.827 -5.250
C 8.273 13.202 -4.658
C 5.067 -4.544 -4.184
C 1.678 1.966 0.732
C -4.398 8.630 -0.528
C 4.696 11.352 5.798
C 3.284 -7.024 -3.315
C -4.070 0.267 -7.280
C -2.729 10.794 -1.880
C 1.469 -8.775 8.475
C -0.775 1.350 8.315
C -5.490 -10.513 8.211
C 1.049 0.967 -0.079
C -4.230 9.039 0.915
C 3.851 2.448 -11.141
H -2.188 -1.454 11.409
H 6.902 9.278 -2.933
H 3.790 11.797 6.209
H 1.754 0.153 -0.248
H 1.943 1.529 1.695
H 0.045 0.779 7.879
H 7.384 14.714 -3.445
H 6.099 -4.806 -4.417
H -6.810 -11.037 -4.772
H -3.503 9.847 1.000
H -1.413 -7.429 12.962
H -5.965 -9.989 -5.938
H -6.255 -12.280 -6.650
H -3.484 -0.539 12.319
H 2.582 2.365 0.270
H 9.211 13.150 -4.105
H 2.612 0.697 -13.910
H 6.203 13.667 -4.179
H 2.047 2.915 -9.965
H 5.797 7.189 5.252
H -6.445 -8.125 -4.650
H 5.054 -2.816 -5.370
H 3.424 2.544 -8.961
H -7.555 -7.613 4.950
H -2.087 11.275 -2.619
H 4.476 -5.097 -4.914
H 2.382 -6.457 -3.084
H -1.636 1.277 7.650
H 0.869 -9.509 7.937
H -5.796 -7.702 7.420
H -3.756 11.124 -1.725
H -2.221 10.777 -0.916
H 1.731 -1.526 1.126
H 6.888 9.587 5.016
H 4.096 1.752 -13.941
H -5.135 7.829 -0.585
H -4.365 1.637 -5.592
H 7.147 13.211 -2.721
H -4.594 -11.801 -6.685
H -1.366 -9.243 12.469
H -4.988 0.179 -5.166
H -4.097 8.260 1.665
H 4.112 0.215 -14.735
H -0.198 0.861 10.389
H 0.851 1.416 -1.052
H 3.251 4.105 -9.946
H 1.073 -6.815 9.195
H -7.321 -6.845 7.284
H 1.087 2.869 0.889
H -5.894 -7.267 5.030
H 7.456 7.089 4.645
H -4.966 -7.410 -4.075
H 0.542 -1.688 2.428
H 2.003 -9.246 9.300
H 3.540 2.873 -12.095
H -6.146 -1.254 -10.755
H 5.418 -2.511 -3.628
H 2.157 -8.339 7.750
H 3.149 -8.093 -3.147
H 0.589 -2.955 1.172
H -4.620 -10.573 8.864
H -4.419 -1.574 -10.395
H 5.641 11.875 5.949
H 6.970 9.315 3.293
H -5.203 -12.933 -5.398
H 3.788 -2.870 -4.195
H -5.924 1.047 -6.375
H -5.196 -10.067 7.260
H -6.384 -8.965 5.231
H -0.268 -7.416 8.304
H -4.809 9.469 -1.091
H -5.124 9.570 1.241
H -3.011 0.113 -7.072
H 6.141 10.678 -3.757
H -0.333 -8.421 13.784
H -5.881 -11.492 7.934
H -4.261 0.921 -8.131
H 3.413 -6.952 -4.395
H -0.881 -0.349 9.374
H -0.482 2.398 8.366
H 7.254 10.950 -2.404
H -6.303 -7.531 -2.911
H 4.924 2.639 -11.105
H 4.630 10.406 6.335
H 8.371 13.982 -5.412
H -3.888 -1.938 11.312
H 6.002 6.853 3.778
H -5.017 0.093 -10.202
```

Properties
* E_LUMO: 0.0071 hartree
* gap between HOMO and LUMO: 0.4076 hartree
* E_HOMO: -0.401 Ha

---

--- ii ---
The following is a DFT calculation (the ωB97M-V functional and the def2-TZVPD basis) of a molecular structure, C33H88O33S11.

Structure (XYZ):
```
165
Properties=species:S:1:pos:R:3
S -1.408 -4.457 -5.243
S 5.807 6.285 1.180
S 0.697 1.983 4.818
S -1.822 -7.282 2.531
S 3.552 1.730 -3.366
S -0.488 -1.705 -0.580
S 4.978 1.688 2.234
S -3.427 -1.561 5.379
S -5.864 -2.653 -2.215
S -1.967 1.312 -3.259
S -3.706 1.609 2.103
O 0.058 -2.299 0.602
O -2.468 -6.054 1.738
O 3.275 0.485 -2.718
O 4.772 1.506 -4.328
O -5.557 -3.698 -3.131
O -4.706 -1.032 5.068
O -4.887 0.926 1.710
O 2.096 2.128 5.035
O -5.021 -2.991 -0.939
O 5.588 2.356 3.342
O 0.363 2.543 3.364
O -3.465 1.883 3.473
O -0.957 2.465 -2.863
O -1.218 -6.727 3.680
O 5.137 0.123 2.390
O -7.200 -2.351 -1.842
O -0.139 -0.167 -0.567
O -0.333 -5.214 -4.688
O 5.195 5.628 2.281
O 0.053 0.724 4.881
O -1.231 -3.486 -6.255
O -2.589 -1.434 4.064
O 3.599 1.930 1.951
O -1.876 -1.843 -0.832
O 4.747 7.151 0.401
O -1.079 -8.082 1.621
O -1.233 0.346 -4.007
O -3.298 -2.891 5.893
O 6.573 5.513 0.249
O -2.450 -5.501 -5.816
O -2.715 0.956 -2.104
O -3.694 2.986 1.304
O 3.810 2.908 -2.629
C -3.064 2.182 -4.356
C 6.840 7.582 1.794
C 1.389 1.639 -0.460
C -2.593 -0.450 6.480
C -2.807 4.011 1.804
C 6.645 -1.675 2.845
C -3.597 -7.591 -5.863
C 1.128 0.230 -0.006
C 4.839 0.264 -5.044
C -2.332 -3.749 -3.934
C 0.441 -2.271 -1.963
C -2.374 -6.862 -5.358
C -1.258 -3.404 3.528
C 4.020 6.490 -0.656
C 2.246 2.083 -4.527
C -1.018 -5.482 -0.155
C 6.043 -0.403 3.395
C 2.095 3.371 1.846
C 1.096 3.720 2.929
C -2.349 -6.023 0.315
C 5.504 0.460 -6.379
C -3.082 5.257 1.015
C -3.330 -8.107 2.953
C -0.429 4.661 -2.056
C -4.448 -2.733 1.370
C -1.238 -1.972 4.012
C -2.343 0.813 1.374
C 5.948 1.994 0.776
C -1.464 3.545 -2.062
C 3.108 5.387 -0.181
C -5.029 -2.038 0.162
C -0.189 3.152 5.809
C -5.104 -1.155 -2.768
H 0.305 4.120 5.773
H -2.436 3.878 -2.432
H -0.943 -4.410 0.026
H 6.414 2.964 0.951
H -1.420 1.363 1.555
H 1.872 1.147 -4.926
H 0.657 2.408 -0.212
H -0.681 -1.352 3.311
H 2.526 4.306 1.479
H 1.486 -1.983 -1.881
H -0.241 -3.786 3.482
H 6.487 0.912 -6.235
H -4.116 5.587 1.146
H 5.359 -0.500 -4.466
H -3.896 -7.315 -6.872
H -0.764 -1.867 4.987
H -2.452 6.097 1.300
H -3.966 -7.313 3.338
H -3.714 -8.493 2.013
H -3.178 -8.876 3.701
H 6.480 7.845 2.784
H -4.417 -1.168 -0.084
H 2.393 1.977 -0.211
H 5.283 2.067 -0.081
H 2.506 5.069 -1.027
H 2.690 2.762 -5.249
H -3.256 -3.340 -4.328
H -1.710 -3.458 2.536
H -3.449 -8.671 -5.834
H -0.220 2.822 6.844
H -3.585 1.448 -4.964
H 3.842 -0.164 -5.197
H -2.362 -6.923 -4.267
H -4.434 -7.382 -5.194
H 5.845 -2.293 2.441
H 1.940 -0.370 -0.420
H -4.965 -3.668 1.588
H -2.276 -0.201 1.770
H 6.751 0.370 3.685
H -5.244 -0.397 -2.003
H 7.399 -1.479 2.082
H -3.392 -2.942 1.198
H -4.561 -2.086 2.240
H -3.017 4.189 2.860
H 4.940 1.065 -7.087
H 0.353 -3.350 -2.059
H -2.480 2.861 -4.970
H 3.480 7.292 -1.158
H 7.818 7.120 1.915
H -2.422 0.461 5.917
H -0.538 5.213 -1.120
H 3.674 4.550 0.226
H -1.928 -4.008 4.139
H -0.608 5.396 -2.839
H -4.032 -1.365 -2.764
H 1.421 1.600 -1.553
H 1.154 0.170 1.081
H -6.042 -1.670 0.325
H -2.469 0.728 0.294
H 0.322 4.358 2.494
H 5.654 -0.519 -6.837
H -5.494 -0.903 -3.747
H 1.631 2.807 1.038
H -0.193 -5.915 0.412
H 6.711 1.230 0.668
H -3.156 -5.384 -0.050
H 2.438 5.739 0.608
H -3.226 -0.319 7.354
H -2.541 -6.987 -0.167
H -1.694 -2.916 -3.624
H 4.714 6.108 -1.410
H -2.453 -4.396 -3.072
H -0.823 -5.665 -1.213
H 7.143 -2.238 3.635
H -1.680 -0.943 6.803
H 6.892 8.377 1.059
H -1.174 3.204 5.348
H -1.780 3.645 1.737
H -1.443 -7.297 -5.719
H -3.031 5.038 -0.056
H 1.559 4.244 3.762
H -1.666 3.227 -1.035
H 5.457 -0.642 4.284
H 2.915 2.777 2.249
H 1.477 2.604 -3.958
H -3.782 2.695 -3.723
H 0.008 -1.765 -2.829
H 0.561 4.220 -2.114
```

Properties
* E_LUMO: -0.0045 hartree
* gap between HOMO and LUMO: 0.3063 hartree
* E_HOMO: -0.311 Ha

---

Q: Which of them is the most stable? A: ii.

---

--- i ---
The following is a DFT calculation (the ωB97M-V functional and the def2-TZVPD basis) of 3 unconnected molecules or ions with the total composition C4H15N3.

Structure (XYZ):
```
22
Properties=species:S:1:pos:R:3
N -2.269 1.036 -0.595
N -0.170 -2.129 -0.759
N -1.206 1.495 -1.469
C 0.602 1.572 0.736
C 0.244 0.559 1.516
C 1.160 -0.515 2.022
C 0.774 -1.205 -1.360
H 1.785 -1.238 -0.927
H -0.755 0.544 1.932
H -0.355 -1.861 0.200
H 1.994 -0.696 1.347
H 0.016 2.488 0.715
H 0.859 -1.436 -2.423
H -2.897 0.435 -1.111
H 0.640 -1.449 2.222
H -1.033 0.766 -2.153
H 1.574 -0.165 2.971
H 0.401 -0.198 -1.246
H -2.796 1.869 -0.319
H 1.599 1.634 0.324
H 0.214 -3.068 -0.756
H -0.380 1.559 -0.864
```

Properties
* E_LUMO: 0.0406 hartree
* gap between HOMO and LUMO: 0.3391 hartree
* E_HOMO: -0.298 Ha

---

--- ii ---
The following is a DFT calculation (the ωB97M-V functional and the def2-TZVPD basis) of 2 unconnected molecules or ions with the total composition C4H15N3.

Structure (XYZ):
```
22
Properties=species:S:1:pos:R:3
N 1.778 0.265 -0.179
N -1.457 -1.125 -0.496
N -1.617 0.178 0.047
C 2.982 1.054 -0.322
C -0.970 0.211 1.412
C 1.922 -1.089 -0.676
C -3.010 0.576 0.119
H -1.515 -0.466 2.084
H 3.348 1.115 -1.359
H -3.603 -0.079 0.783
H -2.079 -1.803 -0.041
H 2.640 -1.623 -0.050
H 2.805 2.061 0.050
H 3.774 0.598 0.274
H 0.986 0.715 -0.633
H -3.073 1.594 0.497
H 0.957 -1.587 -0.604
H -1.052 1.233 1.775
H 2.277 -1.132 -1.717
H -3.455 0.542 -0.877
H 0.057 -0.144 1.400
H -1.694 -1.093 -1.484
```

Properties
* E_LUMO: 0.0388 hartree
* gap between HOMO and LUMO: 0.3461 hartree
* E_HOMO: -0.307 Ha

---

Q: Which of them is the most stable? A: ii.

---

--- i ---
The following is a DFT calculation (the ωB97M-V functional and the def2-TZVPD basis) of a gas-phase ion, C8H14N2O (charge +2).

Structure (XYZ):
```
25
Properties=species:S:1:pos:R:3
O 1.420 -1.248 -1.022
N -0.094 -0.772 0.825
N 0.697 1.375 -0.863
C -1.565 -0.718 0.633
C 1.931 2.119 -0.852
C -0.185 1.102 -1.752
C 0.483 0.562 0.941
C 0.521 -1.561 -0.339
C -1.508 0.541 -1.607
C -2.062 -0.345 -0.712
C 0.330 -1.567 2.006
H 2.443 1.712 0.046
H -0.163 1.534 -2.783
H -2.145 0.645 -2.486
H 1.511 0.449 1.371
H -2.056 -1.731 1.013
H -0.034 -2.530 -0.461
H -0.179 1.268 1.415
H -0.014 -2.527 2.028
H 1.419 -1.539 1.957
H -3.143 -0.604 -0.974
H -1.995 -0.007 1.273
H 0.226 -1.102 3.003
H 1.620 3.168 -0.906
H 2.543 1.774 -1.753
```

Properties
* E_LUMO: -0.3304 hartree
* gap between HOMO and LUMO: 0.3475 hartree
* E_HOMO: -0.678 Ha
* total charge: +2

---

--- ii ---
The following is a DFT calculation (the ωB97M-V functional and the def2-TZVPD basis) of a gas-phase ion, C8H14N2O (charge +2).

Structure (XYZ):
```
25
Properties=species:S:1:pos:R:3
O -0.523 -1.403 1.540
N 1.290 0.458 0.451
N -0.522 -2.706 -0.689
C -0.595 1.529 -0.696
C 2.476 0.562 0.680
C -0.880 -1.485 -0.796
C 0.153 0.445 -0.081
C 3.698 0.361 -0.076
C -2.158 0.298 0.549
C -0.970 -0.656 0.463
C -2.114 1.520 -0.398
H 3.430 0.357 -1.221
H 4.169 -0.562 0.193
H -0.657 -3.028 0.347
H -0.299 -3.312 -1.443
H -2.881 1.435 -1.232
H -1.057 -0.947 -1.754
H -2.400 2.401 0.035
H 2.617 0.658 1.800
H -2.290 0.650 1.585
H -0.314 2.587 -0.644
H -1.069 -1.431 2.293
H 4.274 1.175 0.303
H -0.341 1.433 -1.711
H -3.036 -0.340 0.500
```

Properties
* E_LUMO: -0.3195 hartree
* gap between HOMO and LUMO: 0.3744 hartree
* E_HOMO: -0.694 Ha
* total charge: +2

---

Q: Which of them is the most stable? A: ii.